[1]
The following is a quantum chemistry calculation of C24H53B2Cl24NbO9P as an isolated structure in a non-equilibrium geometry, from OMol25.

Geometry as ORCA input:
```
! wB97M-V def2-TZVPD RIJCOSX def2/J DEFGRID3
* xyz -1 1
Cl -11.728 2.816 -0.501
H -5.324 -2.165 5.311
H -8.329 -2.828 -9.868
H 3.190 -2.390 3.779
C 5.926 0.558 -1.781
H -0.260 -1.177 1.033
H 9.105 -3.315 -0.564
H 2.978 3.067 -0.676
H -6.707 -3.324 -10.435
C 3.126 2.369 0.159
O 2.043 -1.041 -2.143
Cl -0.278 -5.280 6.100
C -1.811 0.267 0.877
C 7.432 3.839 3.919
Cl -5.748 -1.665 0.605
H 5.509 2.622 -1.660
H 5.223 2.255 0.570
H -7.025 3.634 -4.625
Cl -5.847 0.535 -1.347
H -5.587 -1.772 -1.733
H 0.157 2.352 2.874
H 4.516 0.665 0.404
B 2.204 -0.233 2.298
H 4.124 1.691 -2.154
H 0.371 -4.590 8.248
Cl -11.898 5.696 -1.047
C -7.262 -2.760 -9.696
H -3.440 -2.929 1.646
O -2.232 1.294 0.002
Nb 1.365 0.969 0.471
Cl 6.710 2.499 3.047
C -3.269 2.071 0.540
H -4.305 3.859 0.056
H 0.118 -3.215 7.132
O 1.952 1.669 -3.016
Cl -4.851 3.135 -3.895
Cl -4.297 -3.865 3.626
O 3.486 -0.728 2.565
C 9.347 3.104 -0.234
Cl -6.916 -3.446 -8.101
Cl 0.893 -7.395 2.771
C 4.497 1.677 -0.012
C -0.023 3.644 1.249
H 0.205 -0.074 -3.272
H -0.940 4.161 1.543
Cl 7.611 3.411 -0.297
H -0.681 -0.739 -0.630
H 7.399 3.625 4.980
H 2.605 -5.920 2.123
Cl -1.701 -2.570 3.166
Cl 1.048 -4.485 3.123
H 1.108 -1.450 3.439
H 2.360 -1.916 -2.408
C 3.424 -2.136 2.738
Cl -5.464 -0.104 6.428
C -10.839 4.338 -0.636
Cl 10.883 -1.829 -0.918
Cl -6.153 -2.786 7.416
H -2.812 3.695 -0.858
O 6.340 0.600 -3.183
Cl 9.136 4.120 3.484
H 2.634 -2.546 2.105
H 9.673 3.226 0.792
H -2.972 2.509 1.502
B 2.422 -0.757 -0.803
C 5.461 0.064 -4.049
H 10.321 -3.386 0.744
H -6.516 -1.494 -6.538
H 0.502 4.069 0.396
H 2.521 -6.129 3.897
H 2.224 0.769 -3.256
H 4.980 0.814 -4.698
Cl -6.455 0.799 -6.021
C 0.531 -4.210 7.246
O 3.452 -1.614 -0.367
H -1.719 0.632 1.910
C -6.609 3.039 -3.820
H -2.625 -0.491 0.906
C 9.746 -2.740 0.092
H -4.143 -1.019 -0.992
H -2.609 -4.448 2.102
O 5.221 -1.107 -4.139
Cl -7.254 3.650 -2.280
C -0.521 -0.337 0.375
H 4.366 -2.595 2.439
O 1.212 -0.509 3.257
Cl -6.785 -1.063 -9.800
Cl 8.731 -1.697 1.087
H 4.059 -1.839 -1.087
Cl 2.277 -4.122 6.957
P 0.689 1.598 -1.949
C 0.401 2.515 1.819
Cl 9.731 1.457 -0.757
H 9.854 3.801 -0.890
H -4.142 1.421 0.711
H -7.014 -1.635 5.561
C -3.008 -3.505 2.456
H -6.901 2.003 -3.919
H -10.098 4.233 -1.418
H 6.856 0.658 -1.225
C -3.659 3.138 -0.458
C -7.015 -0.865 -5.811
H 3.141 2.980 1.067
Cl -6.655 -1.478 -4.192
H -8.088 -0.890 -5.955
C 4.974 1.686 -1.466
C -5.227 -1.076 -0.986
C -6.029 -1.722 6.003
O -0.297 0.511 -2.694
H 5.477 -0.418 -1.607
H -4.243 2.710 -1.268
H 6.879 4.741 3.685
H -10.370 4.546 0.317
C 1.952 -5.988 2.985
*
```

For the total energy, the calculation gives -356904.9389 eV. Its maximum force is 2.10 eV/Å.

Results of the Löwdin charge analysis, in e, for atoms 1 through 6: Cl 0.50; H -0.05; H 0.02; H 0.07; C -0.16; H 0.01



[2]
The following is a quantum chemistry calculation of C24H53Br2N6O4 as an isolated structure in a non-equilibrium geometry, from OMol25.

Geometry as ORCA input:
```
! wB97M-V def2-TZVPD RIJCOSX def2/J DEFGRID3
* xyz 1 1
C -0.906 6.569 2.137
H -1.339 5.700 1.640
H -2.550 -6.611 -0.782
H -0.373 -0.799 -2.099
C 5.925 -4.191 2.966
H 2.200 4.486 0.446
C -5.526 -3.769 -1.070
H -5.946 -2.960 0.938
H -4.419 -1.936 -1.155
H 5.334 -4.639 -0.082
C 1.031 9.052 2.448
H -0.616 -3.428 -3.814
H 1.462 7.091 -2.239
H 6.899 -3.921 3.372
O -0.223 7.329 1.159
H 2.211 -4.334 0.845
H -5.001 -5.488 -1.881
H -0.316 9.008 4.154
H -0.590 -5.566 -2.200
H -1.882 -1.430 -3.977
C 0.703 8.709 3.898
H -0.857 0.711 -1.395
N -2.343 -4.586 -1.376
H -3.969 -2.989 0.207
H -3.411 -5.435 0.276
H 0.306 3.015 -2.562
C 1.186 4.967 -2.494
N -2.375 -2.899 -2.634
H 1.179 10.134 2.398
H 0.443 -6.254 -0.249
N 2.296 8.405 2.082
C -1.317 -3.663 -3.032
H -0.214 6.200 2.898
H 1.382 9.235 4.569
H -0.904 0.544 -3.171
C -1.279 -4.744 -2.237
C -1.075 0.035 -2.222
H 2.466 3.877 -3.650
H 1.613 2.996 1.175
O 6.100 -5.336 2.150
O -5.354 -5.176 -1.039
C -0.220 -6.547 0.578
H 0.143 9.189 0.503
C -4.218 -2.963 -0.856
H 0.330 6.387 -1.088
N 4.564 -5.268 -0.296
N 2.532 4.635 -2.976
H -0.564 -7.555 0.345
C -2.503 -0.482 -2.162
H -1.055 9.122 1.786
O 1.319 3.112 -0.835
C 1.266 6.214 -1.621
H 0.812 7.645 4.109
H 2.578 8.726 1.160
H -2.693 -0.854 -1.161
N -1.255 -4.541 1.436
C -2.682 -1.614 -3.266
C -1.311 -5.522 0.635
H 3.045 4.227 -2.199
H 0.570 5.218 -3.362
H -6.061 -3.505 -1.986
H 2.070 6.161 -0.886
Br -3.770 0.978 -2.505
H -1.712 7.139 2.607
C 3.098 -4.455 1.469
H 3.642 -3.512 1.428
H 0.380 -6.484 1.483
H 2.762 -4.611 2.496
H -7.248 -2.725 -0.215
C 4.955 -6.148 1.999
C -6.471 -3.424 0.100
H 4.485 -6.335 2.974
C -3.027 -3.473 -1.605
C -0.092 8.709 1.457
H -6.973 -4.314 0.476
H -0.451 4.055 -1.363
H 0.444 4.239 0.688
H 5.021 -6.087 -0.686
H 5.567 -3.343 2.377
C 0.517 3.772 -1.800
C -2.537 -5.618 -0.337
H 5.330 -7.112 1.644
H -2.063 -3.927 1.325
H 2.106 7.415 1.948
H 3.236 -6.461 0.779
H 5.242 -4.385 3.798
C 3.930 -5.636 0.975
C 1.389 3.756 0.426
Br -4.381 -1.707 -4.195
*
```

For the total energy, the calculation gives -182954.9470 eV. Its maximum force is 2.30 eV/Å.

Results of the Löwdin charge analysis, in e, for atoms 1 through 6: C -0.11; H 0.08; H 0.14; H 0.09; C -0.10; H 0.08



[3]
The following is a quantum chemistry calculation of a 6-piece molecular cluster, C24H53BrCl2O7S overall in a non-equilibrium geometry, from OMol25.

Geometry as ORCA input:
```
! wB97M-V def2-TZVPD RIJCOSX def2/J DEFGRID3
* xyz 0 1
C -7.907 3.424 -6.066
H 0.295 0.149 5.268
C -2.573 1.734 3.018
O -7.307 -1.611 -1.967
H -9.228 -0.673 0.320
H -1.392 0.341 5.779
H 8.072 1.911 4.303
H 1.465 1.863 -1.469
H 5.727 -4.863 -2.817
C 2.298 -0.275 0.887
H 1.840 -1.199 0.516
O 6.726 -0.250 3.328
H 5.767 -2.265 5.875
H 2.008 -0.183 1.935
H 6.162 1.586 2.748
C -8.311 1.081 -0.512
H -8.555 0.425 1.577
C 6.880 -1.175 4.387
C -1.138 -0.077 3.678
C 6.209 1.021 3.679
H -2.464 2.298 3.951
H 5.141 -0.644 5.587
H -9.682 0.665 -5.867
H -3.608 1.864 2.697
H 0.376 -0.345 -1.801
H -6.818 1.190 -4.904
C -0.678 0.551 4.982
H 8.782 -2.906 -0.938
O -7.350 0.631 -1.410
H -1.786 1.740 1.011
H -8.325 4.430 -6.036
O 6.047 -2.591 -1.346
Cl -7.121 -2.338 1.141
C 8.165 -2.589 -0.096
H 7.633 -0.821 5.099
H -0.400 0.093 2.885
H 1.934 -1.159 -1.685
H -8.230 0.975 -3.875
H 4.183 -1.214 1.342
H 5.948 -2.445 -3.341
C 3.810 -0.352 0.788
H 7.130 1.258 5.639
Cl -8.053 2.711 0.034
C 1.448 -0.223 -1.961
C -7.107 3.250 -7.346
C 6.609 -2.905 -2.606
C 6.737 -3.091 -0.214
H 6.628 2.762 4.872
C 6.710 -4.395 -2.886
C -7.236 -0.743 -1.152
H 4.149 -0.452 -0.243
H -7.656 -0.361 -4.882
H 7.105 -4.562 -3.888
C 1.973 0.952 -1.153
H 7.587 -2.424 -2.719
C -8.454 0.024 0.589
H -6.298 3.981 -7.385
H 7.285 -2.077 3.928
H 7.368 -4.902 -2.179
C -7.162 -0.782 0.379
H -7.256 3.329 -5.189
C -8.719 1.166 -5.967
H -4.851 -0.591 1.382
H 6.169 -2.752 0.653
H 8.183 -1.500 -0.062
H 5.177 0.924 4.037
O -2.421 0.345 3.255
H -7.747 3.389 -8.217
H -1.214 -1.157 3.805
O 1.733 0.849 0.238
C 7.059 1.779 4.684
H -6.660 2.258 -7.418
H -0.594 2.175 2.228
O -9.014 2.552 -5.955
C -1.642 2.277 1.949
H -8.312 0.871 -6.941
Br -10.028 1.095 -1.551
S -5.702 0.275 0.807
H 1.625 -0.056 -3.023
H 4.851 -1.911 4.399
H 6.706 -4.186 -0.202
C 5.584 -1.516 5.104
H -0.578 1.634 4.902
C -7.801 0.719 -4.843
H 8.624 -2.975 0.815
H 4.266 0.550 1.199
H 3.041 1.106 -1.346
H -1.841 3.336 1.778
*
```

For the total energy, the calculation gives -145999.6880 eV. Its maximum force is 1.67 eV/Å. The SMILES is O=C1O[C@@](Cl)(Br)C[C@@]1(S)Cl.CCOCC.CCOCC.CCOCC.CCOCC.CCOCC.

Results of the Löwdin charge analysis, in e, for atoms 1 through 6: C -0.29; H 0.08; C -0.28; O 0.18; H 0.09; H 0.08



[4]
The following is a quantum chemistry calculation of a 4-piece molecular cluster, C24H53FN2O14S overall in a non-equilibrium geometry, from OMol25.

Geometry as ORCA input:
```
! wB97M-V def2-TZVPD RIJCOSX def2/J DEFGRID3
* xyz 0 1
O -8.084 -2.505 -4.763
H -1.637 -5.536 -3.196
C 6.516 3.250 4.021
C 3.059 4.637 2.947
H 2.957 5.328 3.782
C -3.582 -2.052 -2.015
H 2.135 3.007 -1.468
N -6.025 0.783 -1.626
H 2.092 4.543 2.439
H 2.690 -1.908 -1.533
O 0.965 4.347 -0.393
C -0.570 2.020 0.791
H -6.684 0.981 -0.882
S -7.942 -3.064 -3.467
H 5.740 4.017 4.011
C -0.186 -5.641 -0.261
O 6.299 2.275 3.017
H 3.459 -5.093 -3.515
O -8.973 -3.847 -2.872
C -0.121 4.303 -1.297
H 3.046 1.826 2.236
O 3.486 3.397 3.474
O -4.776 -1.956 -4.512
H 3.932 -3.039 -0.966
C 6.708 2.694 5.413
C -1.576 -5.872 -2.163
H -0.377 1.866 2.905
C 5.045 1.616 2.967
H 3.999 -2.397 -2.630
H -6.431 -0.170 -4.847
H -1.831 -0.897 -3.408
H 6.143 1.309 7.714
C 1.296 -5.505 0.001
H -0.726 -5.066 0.505
C 2.298 -6.195 -2.109
O 2.113 -6.408 -0.721
C -4.780 -0.985 -3.791
H 2.599 4.730 -1.614
O -0.565 3.842 2.386
H 0.089 3.616 -2.126
H 3.801 5.046 2.251
C -2.605 -0.153 -3.200
H -1.580 4.501 0.275
H 6.216 0.292 6.248
H -1.188 5.598 3.173
H 1.622 -4.471 -0.136
C -5.811 0.107 -3.995
O 5.492 2.216 5.960
H 1.457 -5.763 1.051
H -2.537 -5.688 -1.669
C -7.541 -1.735 -2.218
H 4.210 3.001 1.574
H 7.456 3.730 3.740
F -6.640 -3.900 -3.408
H 4.648 0.687 6.980
H 7.093 3.498 6.055
H 5.181 0.820 2.230
C 3.330 -2.737 -1.831
H -2.485 4.414 2.928
H -7.271 1.366 -3.090
H 2.820 -7.089 -2.457
H -1.336 4.216 4.280
O -7.203 -2.074 -1.129
H 4.801 1.143 3.920
H -2.819 -1.875 -1.261
C 2.206 3.964 -0.937
N -3.837 -0.809 -2.745
C -1.442 4.541 3.239
H 4.083 -5.048 -1.850
H -2.224 0.486 -2.398
H -4.513 -2.387 -1.552
C -0.925 2.487 2.184
O -0.540 -5.146 -1.540
C 3.172 -5.012 -2.458
H 0.479 2.229 0.572
H -0.283 5.306 -1.713
O 2.493 -3.783 -2.264
H 1.345 -6.143 -2.640
C 3.899 2.475 2.484
H -5.390 0.058 -1.320
O -7.818 -0.535 -2.675
C -6.718 0.468 -2.820
H 2.888 3.842 -0.098
H -0.697 0.935 0.775
C -1.382 3.864 -0.590
H -1.369 -6.948 -2.157
O -1.421 2.490 -0.243
C 5.645 1.071 6.767
H -1.999 2.342 2.351
H -2.211 3.997 -1.289
H -3.252 -2.860 -2.676
H -5.300 1.037 -4.260
H 7.455 1.893 5.378
H -0.473 -6.694 -0.164
H -2.780 0.480 -4.067
*
```

For the total energy, the calculation gives -70938.8400 eV. Its maximum force is 1.40 eV/Å. The SMILES is CN(C)C(=O)C[C@H](N)OC(=O)S(=O)(=O)F.COCCOCCOC.COCCOCCOC.COCCOCCOC.

Results of the Löwdin charge analysis, in e, for atoms 1 through 6: O -0.23; H 0.09; C -0.18; C -0.10; H 0.09; C -0.06